(1)
This record from OMol25 describes C3H2MnO3 as an isolated structure. The level of theory is ωB97M-V/def2-TZVPD.

- M (g mol⁻¹) = 140.98
- LUMO (spin up / spin down) (eV) = -12.20 / -12.44
- 2S+1 = 6
- ΔE to the lowest compared entry with this formula, charge and spin (kcal/mol) = 21.7
- net charge = +2
- E (Ha) = -1491.33961
- E_HOMO (spin up / spin down) (eV) = -17.5 / -17.5

CARTESIAN COORDINATES (ANGSTROEM)
C: -1.37 1.63 0.46
C: -0.31 1.49 -0.17
O: 0.59 0.66 -0.57
C: 0.56 -0.86 -0.07
O: -0.29 -1.12 0.80
O: 1.26 -1.65 -0.67
H: -2.08 2.32 0.87
Mn: 2.78 -2.13 -1.57
H: -1.15 -0.34 0.91

Now the Mulliken charges, all in e:
1. C -0.613
2. C 0.555
3. O -0.341
4. C 0.681
5. O -0.279
6. O -0.631
7. H 0.357
8. Mn 1.840
9. H 0.431

(2)
This record from OMol25 describes CsH4O2 as an isolated structure. The level of theory is ωB97M-V/def2-TZVPD.

- M (g mol⁻¹) = 168.94
- LUMO (eV) = -3.92
- 2S+1 = 1
- ΔE to the lowest compared entry with this formula, charge and spin (kcal/mol) = 17.1
- net charge = +1
- E (Ha) = -172.80924
- E_HOMO (eV) = -14.3

CARTESIAN COORDINATES (ANGSTROEM)
Cs: 1.33 0.01 0.04
O: 0.28 -4.34 2.69
H: -0.43 -3.88 3.15
H: -0.12 -5.17 2.41
O: -0.27 4.10 -2.64
H: -0.02 4.94 -2.24
H: -0.78 4.35 -3.41

Now the Mulliken charges, all in e:
1. Cs 0.997
2. O -0.650
3. H 0.322
4. H 0.330
5. O -0.656
6. H 0.328
7. H 0.329

(3)
This record from OMol25 describes a 12-piece molecular cluster, C83H179N5O14P2 overall. The level of theory is ωB97M-V/def2-TZVPD.

- M (g mol⁻¹) = 1533.31
- LUMO (eV) = -3.79
- 2S+1 = 1
- net charge = +2
- E (Ha) = -5278.91615
- E_HOMO (eV) = -8.7

CARTESIAN COORDINATES (ANGSTROEM)
C: 0.43 -5.50 2.15
C: 0.55 -4.30 3.04
C: 1.31 -4.71 4.36
C: 0.57 -5.60 5.35
N: 1.27 -5.82 6.70
C: 1.62 -4.50 7.46
C: 1.61 -4.88 9.00
C: 0.72 -6.18 9.11
C: 0.36 -6.58 7.72
C: 2.60 -6.52 6.61
H: 0.09 -6.34 2.77
H: 1.41 -5.77 1.77
H: -0.33 -5.45 1.37
H: -0.46 -3.93 3.25
H: 1.13 -3.47 2.64
H: 1.58 -3.82 4.92
H: 2.25 -5.17 4.05
H: 0.43 -6.58 4.88
H: -0.42 -5.22 5.61
H: 2.53 -4.04 7.08
H: 0.84 -3.80 7.17
H: 2.57 -5.03 9.50
H: 1.25 -4.00 9.53
H: 1.18 -7.04 9.60
H: -0.23 -5.89 9.56
H: 0.48 -7.66 7.65
H: -0.70 -6.42 7.51
H: 3.29 -5.95 5.98
H: 2.58 -7.48 6.10
H: 3.17 -6.67 7.53
C: -0.92 -5.46 -3.92
C: -1.21 -4.86 -5.36
C: -0.66 -5.61 -6.51
C: -1.18 -5.13 -7.90
N: -0.60 -5.97 -9.12
C: 0.91 -5.76 -9.39
C: 1.06 -6.11 -10.83
C: -0.27 -5.69 -11.51
C: -1.27 -5.51 -10.41
C: -0.97 -7.46 -8.89
H: 0.11 -5.80 -3.81
H: -1.56 -6.33 -3.84
H: -1.13 -4.75 -3.12
H: -0.87 -3.83 -5.42
H: -2.29 -4.84 -5.48
H: -0.92 -6.65 -6.35
H: 0.43 -5.69 -6.45
H: -0.89 -4.09 -8.02
H: -2.27 -5.23 -7.94
H: 1.58 -6.40 -8.81
H: 0.98 -4.70 -9.15
H: 1.28 -7.18 -10.81
H: 1.91 -5.53 -11.18
H: -0.59 -6.38 -12.29
H: -0.20 -4.72 -12.01
H: -2.27 -5.95 -10.39
H: -1.44 -4.45 -10.23
H: -1.96 -7.50 -8.45
H: -0.26 -7.87 -8.16
H: -0.95 -8.17 -9.72
C: 4.15 5.64 3.20
C: 4.18 4.15 3.43
C: 4.75 3.75 4.81
C: 4.70 2.22 4.95
N: 5.31 1.64 6.31
C: 6.69 2.16 6.65
C: 7.37 1.00 7.36
C: 6.79 -0.30 6.74
C: 5.40 0.08 6.30
C: 4.38 2.03 7.45
H: 5.09 6.19 3.20
H: 3.52 6.12 3.95
H: 3.66 5.80 2.24
H: 4.78 3.71 2.63
H: 3.19 3.78 3.16
H: 4.06 4.16 5.54
H: 5.76 4.15 4.96
H: 5.36 1.81 4.20
H: 3.69 1.80 4.89
H: 6.78 3.14 7.13
H: 7.09 2.22 5.64
H: 7.25 1.06 8.44
H: 8.42 1.20 7.18
H: 6.74 -1.11 7.47
H: 7.35 -0.66 5.87
H: 4.54 -0.50 6.63
H: 5.40 -0.22 5.26
H: 4.34 3.12 7.47
H: 4.78 1.54 8.33
H: 3.36 1.66 7.29
C: 5.28 1.09 1.00
C: 4.30 0.10 1.66
C: 4.28 -1.32 1.04
C: 5.48 -2.10 1.43
N: 5.64 -3.60 0.92
C: 6.94 -4.28 1.51
C: 7.27 -5.45 0.56
C: 6.52 -5.16 -0.76
C: 5.88 -3.73 -0.59
C: 4.48 -4.51 1.37
H: 5.08 2.13 1.24
H: 5.55 0.98 -0.05
H: 6.24 0.95 1.50
H: 3.36 0.66 1.64
H: 4.58 0.01 2.71
H: 4.11 -1.24 -0.03
H: 3.37 -1.83 1.35
H: 5.32 -2.23 2.50
H: 6.38 -1.54 1.17
H: 6.88 -4.40 2.59
H: 7.74 -3.57 1.32
H: 6.87 -6.40 0.90
H: 8.33 -5.55 0.31
H: 5.73 -5.90 -0.94
H: 7.20 -5.09 -1.61
H: 4.90 -3.75 -1.07
H: 6.59 -3.01 -0.98
H: 4.54 -4.44 2.45
H: 4.78 -5.51 1.06
H: 3.53 -4.19 0.92
C: 0.21 -2.49 -1.76
C: -0.05 -2.78 -0.25
C: -0.02 -1.65 0.82
C: -0.90 -0.38 0.55
N: -0.86 0.75 1.70
C: 0.56 1.32 1.90
C: 0.46 2.81 2.05
C: -1.01 3.17 1.76
C: -1.63 1.95 1.09
C: -1.42 0.24 3.01
H: 1.17 -2.05 -2.02
H: -0.65 -1.99 -2.22
H: 0.26 -3.39 -2.38
H: 0.72 -3.49 0.04
H: -0.97 -3.36 -0.18
H: 1.04 -1.38 0.79
H: -0.26 -1.93 1.84
H: -1.91 -0.77 0.54
H: -0.60 0.08 -0.39
H: 1.07 0.72 2.66
H: 1.11 1.08 0.99
H: 0.93 3.22 2.94
H: 1.03 3.20 1.21
H: -1.55 3.49 2.65
H: -1.13 3.89 0.95
H: -2.71 1.82 1.21
H: -1.39 2.00 0.03
H: -0.69 -0.49 3.36
H: -2.45 -0.05 2.82
H: -1.60 1.03 3.73
C: -3.53 -1.28 -3.58
C: -2.88 -0.90 -4.90
C: -1.60 -0.17 -4.84
C: -0.88 0.12 -6.22
P: 0.65 1.00 -6.09
C: 2.05 -0.08 -5.84
C: 1.78 -1.19 -4.88
C: 3.03 -2.07 -4.72
C: 2.84 -3.14 -3.69
C: 0.92 2.18 -7.44
C: 2.18 2.90 -7.58
C: 2.23 4.30 -6.97
C: 1.54 5.25 -7.89
C: 0.40 2.06 -4.63
C: -0.63 3.22 -4.66
C: -0.95 3.77 -3.26
C: -1.91 2.93 -2.40
H: -2.99 -2.11 -3.12
H: -4.57 -1.60 -3.62
H: -3.63 -0.35 -3.03
H: -3.54 -0.33 -5.56
H: -2.70 -1.86 -5.39
H: -0.91 -0.77 -4.24
H: -1.74 0.69 -4.18
H: -1.48 0.57 -7.01
H: -0.66 -0.84 -6.69
H: 2.96 0.49 -5.63
H: 2.08 -0.47 -6.86
H: 0.95 -1.79 -5.24
H: 1.47 -0.86 -3.88
H: 3.93 -1.54 -4.40
H: 3.26 -2.59 -5.65
H: 2.73 -2.83 -2.65
H: 3.77 -3.70 -3.54
H: 2.06 -3.81 -4.05
H: -0.03 2.73 -7.49
H: 0.85 1.57 -8.34
H: 2.39 3.10 -8.63
H: 3.05 2.36 -7.22
H: 3.22 4.74 -6.86
H: 1.77 4.27 -5.97
H: 0.70 4.78 -8.39
H: 2.24 5.73 -8.58
H: 1.25 6.12 -7.30
H: 1.39 2.49 -4.49
H: 0.33 1.41 -3.76
H: -1.53 2.79 -5.11
H: -0.46 4.04 -5.36
H: -1.40 4.75 -3.42
H: 0.02 3.87 -2.76
H: -2.11 3.30 -1.39
H: -1.51 1.91 -2.30
H: -2.90 2.87 -2.83
C: -10.13 3.31 -0.41
C: -8.91 3.68 -1.18
C: -7.64 3.67 -0.32
C: -7.44 5.00 0.58
P: -5.88 5.26 1.49
C: -5.64 3.64 2.33
C: -6.52 3.62 3.65
C: -6.79 2.18 3.94
C: -5.63 1.33 4.39
C: -5.96 6.70 2.64
C: -7.23 7.26 3.30
C: -7.01 8.72 3.69
C: -6.04 8.95 4.85
C: -4.55 5.33 0.23
C: -4.62 6.44 -0.94
C: -3.34 6.63 -1.73
C: -3.41 7.33 -3.03
H: -10.23 3.91 0.49
H: -10.12 2.27 -0.11
H: -11.08 3.34 -0.94
H: -9.00 4.69 -1.57
H: -8.85 3.15 -2.14
H: -6.87 3.69 -1.09
H: -7.48 2.73 0.20
H: -8.23 5.08 1.32
H: -7.44 5.83 -0.12
H: -4.63 3.60 2.74
H: -5.82 2.78 1.68
H: -7.46 4.15 3.52
H: -5.94 4.11 4.43
H: -7.27 1.67 3.10
H: -7.49 2.18 4.77
H: -4.81 1.75 3.81
H: -5.76 0.25 4.24
H: -5.27 1.56 5.39
H: -5.50 7.43 1.97
H: -5.27 6.53 3.46
H: -7.48 6.66 4.17
H: -8.09 7.19 2.64
H: -7.90 9.30 3.93
H: -6.56 9.28 2.87
H: -5.05 8.62 4.55
H: -6.39 8.44 5.75
H: -5.79 9.97 5.13
H: -4.35 4.32 -0.13
H: -3.61 5.38 0.77
H: -4.85 7.48 -0.69
H: -5.41 6.06 -1.59
H: -2.83 5.67 -1.79
H: -2.80 7.28 -1.04
H: -3.56 6.58 -3.81
H: -2.42 7.69 -3.31
H: -4.23 8.05 -3.11
C: -1.91 4.82 5.12
C: -2.27 5.98 4.19
O: -2.75 5.66 3.08
O: -2.02 7.14 4.61
H: -2.15 3.85 4.70
H: -2.45 4.89 6.07
H: -0.83 4.76 5.29
O: -5.89 -0.62 -0.65
C: -5.04 0.24 -0.11
O: -4.41 -0.21 0.84
O: -4.74 1.40 -0.53
H: -5.68 -1.17 0.11
O: 2.00 0.63 -2.14
C: 2.67 1.72 -1.92
O: 2.15 2.58 -1.17
O: 3.65 1.91 -2.61
H: 2.65 0.40 -2.81
O: 2.71 -0.29 4.85
C: 1.52 -0.15 5.42
O: 0.86 -1.17 5.53
O: 1.11 0.94 5.91
H: 2.48 -1.21 4.97
O: 0.52 -5.97 -0.95
C: 1.79 -6.51 -0.97
O: 1.86 -7.76 -0.98
O: 2.84 -5.85 -0.98
H: 0.30 -6.90 -1.06

Atomic partial charges in e from the Mulliken method, atoms 1 to 99:
1. C -1.351
2. C 1.196
3. C -0.055
4. C -1.064
5. N 0.370
6. C -0.773
7. C -0.790
8. C -0.465
9. C -0.699
10. C -0.999
11. H 0.510
12. H 0.057
13. H 0.222
14. H 0.428
15. H -0.570
16. H -0.120
17. H 0.202
18. H 0.411
19. H 0.287
20. H 0.438
21. H 0.544
22. H 0.347
23. H 0.424
24. H 0.354
25. H 0.279
26. H 0.404
27. H 0.390
28. H 0.333
29. H 0.391
30. H 0.368
31. C -1.626
32. C 0.547
33. C -0.482
34. C -0.937
35. N 0.336
36. C -0.517
37. C -0.670
38. C -0.669
39. C -0.645
40. C -1.066
41. H 0.308
42. H 0.551
43. H 0.379
44. H -0.645
45. H 0.566
46. H 0.359
47. H 0.386
48. H 0.353
49. H 0.360
50. H 0.402
51. H 0.379
52. H 0.329
53. H 0.433
54. H 0.315
55. H 0.337
56. H 0.458
57. H 0.378
58. H 0.381
59. H 0.395
60. H 0.366
61. C -1.736
62. C 0.896
63. C -0.599
64. C -0.024
65. N 0.579
66. C -0.567
67. C -0.893
68. C -0.728
69. C 0.285
70. C -0.910
71. H 0.387
72. H 0.395
73. H 0.449
74. H -0.040
75. H -0.336
76. H 0.480
77. H 0.272
78. H 0.270
79. H -0.325
80. H 0.362
81. H 0.425
82. H 0.353
83. H 0.462
84. H 0.365
85. H 0.316
86. H 0.578
87. H -0.623
88. H 0.375
89. H 0.468
90. H 0.152
91. C -1.710
92. C 2.023
93. C 1.195
94. C -1.219
95. N 0.459
96. C -0.559
97. C -0.767
98. C -0.818
99. C -0.391

(4)
This record from OMol25 describes one molecule with the formula C4H6. The level of theory is ωB97M-V/def2-TZVPD.

- M (g mol⁻¹) = 54.09
- LUMO (eV) = 1.18
- structure (SMILES) = C=CC=C
- 2S+1 = 1
- ΔE to the lowest compared entry with this formula, charge and spin (kcal/mol) = 2.0
- E (Ha) = -155.95950
- E_HOMO (eV) = -8.9

CARTESIAN COORDINATES (ANGSTROEM)
C: 0.13 -0.02 1.82
C: -0.36 0.24 0.62
C: 0.33 -0.20 -0.58
C: -0.13 0.04 -1.81
H: -0.43 0.23 2.72
H: 1.11 -0.51 1.90
H: -1.29 0.69 0.45
H: 1.32 -0.68 -0.48
H: -1.10 0.49 -1.97
H: 0.43 -0.30 -2.68

Now the Mulliken charges, all in e:
1. C -0.771
2. C 0.018
3. C 0.083
4. C -0.825
5. H 0.272
6. H 0.209
7. H 0.300
8. H 0.214
9. H 0.245
10. H 0.255